DFT (ωB97M-V with the def2-TZVPD basis set) results for C20H31N5O4 in the gas phase.

```
! RIJCOSX wB97M-V def2-TZVPD def2/J DEFGRID3
* xyz 0 1
O -1.09323 1.25733 -5.18104
O -0.19247 1.10065 -1.10686
O -2.20302 -1.66615 3.50914
O 2.29448 1.75823 4.80799
N -0.23118 -0.05804 -3.54943
N -0.20576 -2.59467 2.81751
N 1.08977 -2.10313 2.60575
N -0.39035 3.32115 -0.90877
N 1.96868 1.98437 2.59426
C -0.05822 -0.52495 3.72293
C -0.57572 2.34382 -3.14735
C 1.15850 -0.89529 3.28608
C 1.75620 1.65259 1.18408
C -0.23760 3.21232 0.53888
C -0.50292 4.67206 -1.42806
C -0.68131 1.10981 -4.04362
C -0.28445 -1.25849 -4.32590
C -0.74395 -3.56540 1.88398
C 0.07396 -2.53612 -3.64426
C -0.69700 -3.14465 0.41570
C 1.45552 3.34177 2.49513
C -1.49124 -1.86576 0.17519
C -1.23757 -4.29234 -0.43279
C -0.37127 2.18879 -1.65000
C -1.35459 -2.27548 -4.06003
C -0.99492 -1.59209 3.38243
C 2.48338 -0.21565 3.44250
C 2.26039 1.26816 3.69337
C 1.21360 3.09467 0.98342
H 2.18904 4.11028 2.74105
H 2.67743 1.42434 0.64446
H -0.80986 2.35525 0.89703
H 0.32284 5.28211 -1.05508
H -2.52442 -1.98538 0.50796
H 0.55511 3.50752 3.09270
H 0.29916 -2.47958 -2.58620
H 3.08768 -0.38025 2.54736
H -1.47733 2.92490 -3.34184
H 0.25150 2.92917 -3.55825
H 1.80364 -2.78250 2.84657
H 0.01807 -1.10877 -5.35199
H -0.32083 0.38874 4.22852
H -1.75550 -2.82339 -4.90078
H 0.65102 -3.26848 -4.19013
H -1.06647 -1.01313 0.70766
H -0.05674 -0.08814 -2.55109
H -2.06575 -2.04333 -3.27861
H -1.77677 -3.71702 2.20132
H 3.01665 -0.61397 4.30604
H -1.19533 -4.04895 -1.49495
H -0.46629 4.68952 -2.51083
H 1.02238 0.86615 1.00846
H -0.67884 4.11352 0.97014
H 0.34932 -2.96772 0.14448
H -1.49804 -1.61098 -0.88601
H 1.84558 3.71091 0.34399
H -0.67043 -5.21226 -0.27503
H -0.21249 -4.51245 2.01803
H -1.44038 5.13073 -1.10545
H -2.28169 -4.49435 -0.17974
*
```

LUMO energy, eV: 0.4
SMILES: CC(C)Cn1[nH]c(CC(=O)N2CC(CN(C)C(=O)CC(=O)NC3CC3)C2)cc1=O
Calculated total energy, Ha: -1355.4363
Strongest force on any atom, Eh/bohr: 0.003
Kohn-Sham gap, eV: 8.97
Energy relative to the best compared isomer or geometry (same formula, charge and spin), kcal/mol: 30.54